Record 1
2 unconnected molecules or ions with the total composition C5H11NO. Source: the Open Molecules 2025 dataset; level of theory: ωB97M-V/def2-TZVPD.

The geometry in XYZ format:
```
18
Properties=species:S:1:pos:R:3:forces:R:3
C -2.6218 1.0657 -0.2222 -0.1 0.1 -0.1
C -0.7082 -1.3735 0.6318 0.1 0.0 0.0
N 0.0558 -0.3360 0.4659 -0.1 0.0 0.0
C 0.5323 0.8669 0.7429 0.0 -0.1 0.2
C 0.9607 0.2567 -0.5210 0.1 0.0 -0.2
C 2.3297 -0.3754 -0.7095 -0.1 0.1 -0.3
O 2.9960 -0.6076 0.5069 -0.1 -0.2 0.1
H -3.2502 0.6310 0.5594 0.0 0.1 -0.1
H -2.5845 0.3814 -1.0750 0.0 0.1 0.1
H -3.0321 2.0253 -0.5397 -0.1 -0.1 0.0
H -1.2757 -1.4692 1.5498 0.2 0.0 -0.1
H -0.8643 -2.0408 -0.2061 0.1 0.1 0.1
H -1.6149 1.2366 0.1680 -0.3 0.0 -0.1
H 0.9767 1.2736 1.6361 -0.1 -0.1 0.0
H 0.4690 0.5595 -1.4538 0.1 0.0 0.1
H 2.2720 -1.2857 -1.3274 0.0 0.1 0.1
H 2.9363 0.3510 -1.2613 -0.1 -0.1 0.0
H 2.4233 -1.1596 1.0552 0.1 0.0 0.0
```
Positions in Å, forces in eV/Å.

Output
Relative energy (zero: lowest compared OMol25 entry of this formula, charge and spin) ... 115.0 kcal per mole
Multiplicity ... 1

Formally, the Löwdin partial charges of the atoms, in units of the elementary charge, are as follows: C -0.058; C 0.017; N -0.187; C -0.034; C -0.203; C -0.231; O -0.056; H 0.022; H 0.021; H 0.018; H 0.072; H 0.071; H -0.021; H 0.106; H 0.136; H 0.118; H 0.123; H 0.086

***

Record 2
A single C5H11NO molecule. Source: the Open Molecules 2025 dataset; level of theory: ωB97M-V/def2-TZVPD.

The geometry in XYZ format:
```
18
Properties=species:S:1:pos:R:3:forces:R:3
C -0.9327 -1.4174 -0.5614 0.0 0.0 0.0
C -0.6288 0.0715 -0.4146 -0.1 0.0 -0.1
C -1.5313 0.7268 0.6339 0.0 0.0 0.0
N 0.7932 0.3225 -0.1561 0.1 0.2 -0.1
C 1.5446 -0.4804 0.7844 0.1 -0.1 0.1
C 1.3844 1.3716 -0.7908 -0.1 0.0 0.0
O 0.8356 2.1221 -1.5757 0.1 -0.2 0.2
H -0.8509 -1.9482 0.3950 0.0 0.1 -0.1
H -1.9611 -1.5414 -0.9170 0.2 0.0 0.1
H -0.2643 -1.8952 -1.2851 -0.1 0.1 0.1
H -0.8132 0.5669 -1.3716 0.0 -0.1 0.1
H -1.2357 1.7661 0.8047 0.0 -0.1 0.0
H -2.5690 0.7254 0.2812 0.2 0.0 0.1
H -1.5048 0.1895 1.5903 0.1 0.1 -0.1
H 1.0956 -0.4654 1.7850 0.0 0.0 -0.1
H 1.6285 -1.5223 0.4543 0.0 0.1 0.1
H 2.5567 -0.0717 0.8646 -0.2 -0.1 0.0
H 2.4531 1.4795 -0.5212 -0.1 0.0 0.0
```
Positions in Å, forces in eV/Å.

Output
Relative energy (zero: lowest compared OMol25 entry of this formula, charge and spin) ... 10.4 kcal per mole
Multiplicity ... 1
SMILES ... CC(C)N(C)C=O

Formally, the Löwdin partial charges of the atoms, in units of the elementary charge, are as follows: C -0.064; C -0.397; C -0.049; N -0.126; C -0.056; C -0.330; O 0.013; H 0.077; H 0.082; H 0.084; H 0.133; H 0.082; H 0.082; H 0.076; H 0.092; H 0.085; H 0.084; H 0.132

***

Record 3
2 unconnected molecules or ions with the total composition C5H11NO. Source: the Open Molecules 2025 dataset; level of theory: ωB97M-V/def2-TZVPD.

The geometry in XYZ format:
```
18
Properties=species:S:1:pos:R:3:forces:R:3
C -1.7162 0.1588 1.9388 -0.1 0.6 -0.3
C -0.5283 -0.3870 1.7685 0.6 -0.9 -0.5
C 0.4017 -0.2148 0.5909 -0.8 0.0 1.5
C 1.4894 0.7726 0.8499 1.6 -0.4 -0.5
C 0.2404 -0.9908 -0.4771 0.0 0.7 -0.2
N 0.9838 -0.9847 -1.6491 -0.9 -0.5 -0.9
H -2.0969 0.8389 1.1916 -0.1 0.1 -0.2
H -2.3374 0.0386 2.8105 0.0 -0.3 0.2
H -0.1353 -1.1134 2.4812 -0.1 0.3 0.3
H 2.1930 0.7624 0.0053 -0.4 0.6 -0.2
H 2.2087 0.5445 1.6550 -0.7 -0.4 0.3
H 1.1333 1.7669 1.0992 -0.2 0.2 -0.4
H -0.6525 -1.5917 -0.5833 0.0 -0.1 0.3
H 1.9395 -0.7347 -1.7244 0.7 0.3 0.5
H 0.7492 -1.7546 -2.2560 0.2 0.1 0.0
O -1.5418 0.8041 -2.7860 -0.8 -0.2 -0.5
H -1.7197 1.4826 -2.1383 0.2 0.2 0.3
H -0.6109 0.6024 -2.7768 0.6 0.0 0.4
```
Positions in Å, forces in eV/Å.

Output
Relative energy (zero: lowest compared OMol25 entry of this formula, charge and spin) ... 47.6 kcal per mole
Multiplicity ... 1
SMILES ... C=C/C(C)=C/N.O

Formally, the Löwdin partial charges of the atoms, in units of the elementary charge, are as follows: C 0.008; C -0.169; C -0.323; C -0.065; C -0.178; N 0.049; H 0.055; H 0.049; H 0.102; H 0.065; H 0.083; H 0.078; H 0.125; H 0.070; H 0.086; O -0.056; H 0.025; H -0.003

***

Record 4
2 unconnected molecules or ions with the total composition C5H11NO. Source: the Open Molecules 2025 dataset; level of theory: ωB97M-V/def2-TZVPD.

The geometry in XYZ format:
```
18
Properties=species:S:1:pos:R:3:forces:R:3
C -0.0980 2.5699 -0.9746 -0.5 -1.0 0.1
C 0.3614 1.3760 -0.5488 1.0 -1.0 -1.8
C -0.3611 0.1266 -0.4548 -0.8 0.6 2.0
C 0.1794 -1.0974 -0.2025 -0.1 -0.1 -1.6
C -0.6166 -2.2563 0.3086 -0.2 -0.6 -0.3
N 1.4558 -1.4427 -0.6365 -0.1 0.9 1.3
H 0.4499 3.0818 -1.7517 0.5 1.0 0.9
H -1.1390 2.8097 -0.7809 -0.1 -0.1 -0.6
H 1.4413 1.1953 -0.4900 0.0 0.4 -0.6
H -1.4443 0.2163 -0.4531 0.0 -0.2 0.5
H 0.0362 -3.1274 0.3504 -0.1 -0.1 0.1
H -1.0252 -2.0898 1.2983 0.1 0.2 0.2
H -1.4744 -2.5344 -0.3083 0.1 0.2 -0.2
H 1.6018 -2.3715 -0.9755 0.1 -0.1 0.0
H 1.9615 -0.6888 -1.0639 0.2 -0.3 -0.4
O -0.7202 1.6378 2.2865 -0.4 0.3 0.4
H -0.3081 1.4900 1.4250 0.2 -0.2 0.5
H -0.3004 1.1048 2.9719 0.1 0.0 -0.5
```
Positions in Å, forces in eV/Å.

Output
Relative energy (zero: lowest compared OMol25 entry of this formula, charge and spin) ... 65.6 kcal per mole
Multiplicity ... 1
SMILES ... C=C/C=C(/C)N.O

Formally, the Löwdin partial charges of the atoms, in units of the elementary charge, are as follows: C 0.005; C -0.242; C -0.125; C -0.365; C -0.039; N 0.097; H 0.054; H 0.059; H 0.097; H 0.118; H 0.071; H 0.080; H 0.088; H 0.087; H 0.077; O -0.069; H -0.029; H 0.036

***

Record 5
2 unconnected molecules or ions with the total composition C5H11NO. Source: the Open Molecules 2025 dataset; level of theory: ωB97M-V/def2-TZVPD.

The geometry in XYZ format:
```
18
Properties=species:S:1:pos:R:3:forces:R:3
C 1.0488 -2.0283 1.2408 -1.8 -0.2 1.6
C 1.6267 -1.2972 0.3717 -1.8 2.8 -3.6
C 0.8015 -0.2338 -0.3882 0.2 -0.5 1.1
N -0.1331 -0.5853 -1.4517 0.0 -2.4 1.4
C 0.8233 0.9881 0.1385 0.4 0.9 -0.3
C -0.0490 2.1211 -0.4351 0.0 -2.5 -1.3
H 0.0435 -1.8323 1.5777 -0.2 -0.1 -0.1
H 1.6061 -2.7371 1.7248 1.1 -1.9 1.3
H 2.5974 -1.4117 0.0321 2.0 -0.5 -0.4
H 0.2708 -0.5002 -2.3664 0.3 0.3 -0.4
H -0.3666 -1.6311 -1.3685 0.5 2.1 -0.1
H 1.6364 1.2002 0.8971 -1.3 -0.1 -0.8
H 0.2633 2.1970 -1.5182 -0.5 0.6 1.2
H 0.0600 2.9958 0.1362 0.2 1.3 0.3
H -1.1367 1.8213 -0.4539 1.2 0.3 0.0
O -3.1969 0.3913 0.8567 -1.8 5.5 5.4
H -2.5724 0.9285 0.4817 2.4 1.3 -1.8
H -3.3230 -0.3863 0.5245 -0.5 -6.8 -3.6
```
Positions in Å, forces in eV/Å.

Output
Relative energy (zero: lowest compared OMol25 entry of this formula, charge and spin) ... 75.7 kcal per mole
Multiplicity ... 1
SMILES ... C=C/C(N)=C/C.O

Formally, the Löwdin partial charges of the atoms, in units of the elementary charge, are as follows: C 0.006; C -0.144; C -0.354; N 0.060; C -0.122; C -0.089; H 0.079; H 0.032; H 0.078; H 0.064; H 0.110; H 0.123; H 0.090; H 0.040; H 0.061; O 0.063; H -0.036; H -0.061

***

Record 6
A single C5H11NO molecule. Source: the Open Molecules 2025 dataset; level of theory: ωB97M-V/def2-TZVPD.

The geometry in XYZ format:
```
18
Properties=species:S:1:pos:R:3:forces:R:3
C 1.2126 1.8394 -1.4711 0.1 -0.7 -1.0
C 0.9169 0.4509 -2.0263 0.4 -2.0 0.2
C 0.1603 -0.5992 -1.1182 -0.5 2.1 0.1
C 0.4957 -0.4823 0.3475 -0.9 -0.3 2.0
C -0.7991 -0.4678 1.2327 1.1 -0.4 -0.6
N -0.5925 -0.9818 2.4759 -0.1 0.0 0.0
O -1.8301 0.0209 0.8386 -0.4 -0.1 0.3
H 1.7137 1.7766 -0.5073 -0.4 0.4 0.1
H 0.3106 2.4474 -1.5304 0.2 0.2 0.6
H 1.9551 2.2304 -2.1758 -0.2 0.4 0.2
H 0.3483 0.5174 -2.9494 0.0 0.1 -0.2
H 1.8808 -0.0061 -2.2921 -0.1 0.1 -0.1
H -0.9090 -0.3409 -1.2095 0.3 -0.3 0.1
H 0.2683 -1.6598 -1.3298 0.2 0.2 -0.8
H 1.1452 -1.3144 0.6620 -0.1 0.3 0.1
H 0.9226 0.4383 0.7828 0.4 -0.1 -1.0
H -1.2955 -0.9209 3.1882 -0.2 0.1 0.0
H 0.3416 -1.2282 2.7426 0.0 -0.1 0.1
```
Positions in Å, forces in eV/Å.

Output
Relative energy (zero: lowest compared OMol25 entry of this formula, charge and spin) ... 12.8 kcal per mole
Multiplicity ... 1
SMILES ... CCCCC(N)=O

Formally, the Löwdin partial charges of the atoms, in units of the elementary charge, are as follows: C -0.110; C -0.249; C -0.187; C -0.144; C -0.541; N 0.151; O 0.053; H 0.057; H 0.078; H 0.071; H 0.095; H 0.097; H 0.104; H 0.109; H 0.109; H 0.111; H 0.104; H 0.092

***

Record 7
A single C5H11NO molecule. Source: the Open Molecules 2025 dataset; level of theory: ωB97M-V/def2-TZVPD.

The geometry in XYZ format:
```
18
Properties=species:S:1:pos:R:3:forces:R:3
C -1.0932 -1.1698 -2.2575 1.5 -0.4 1.3
C -1.1757 -0.0173 -1.2167 -1.5 0.2 -1.6
N 0.0479 0.6474 -0.8971 1.8 -0.2 0.3
C 0.9115 0.2210 0.1347 -1.3 -0.3 -0.7
O 2.0667 -0.0484 -0.0770 0.4 0.3 0.2
C 0.2561 0.2191 1.4888 -0.7 0.7 0.5
C 1.2389 0.6730 2.5544 0.7 -0.4 0.2
H -2.0506 -1.3285 -2.7448 0.0 -0.3 0.2
H -0.6627 -2.0518 -1.7410 -0.8 0.0 -0.4
H -0.3320 -0.9902 -3.0225 -0.2 0.5 -0.1
H -1.7618 -0.3281 -0.3483 0.4 0.1 0.1
H -1.7733 0.7273 -1.7465 -0.3 0.2 0.3
H 0.6132 0.8022 -1.7247 -0.1 -0.1 -0.1
H -0.2797 -0.7023 1.6890 0.4 -0.5 0.1
H -0.5690 0.9564 1.4586 0.4 -0.2 -0.1
H 2.0921 0.0035 2.7247 -0.2 -0.1 -0.5
H 1.6605 1.6050 2.1759 0.0 0.2 0.5
H 0.8110 0.7815 3.5501 -0.4 0.3 -0.2
```
Positions in Å, forces in eV/Å.

Output
Relative energy (zero: lowest compared OMol25 entry of this formula, charge and spin) ... 17.6 kcal per mole
Multiplicity ... 1
SMILES ... CCNC(=O)CC

Formally, the Löwdin partial charges of the atoms, in units of the elementary charge, are as follows: C -0.082; C -0.275; N 0.023; C -0.489; O 0.089; C -0.185; C -0.100; H 0.067; H 0.077; H 0.067; H 0.114; H 0.103; H 0.129; H 0.112; H 0.118; H 0.079; H 0.082; H 0.071

***

Record 8
A single C5H11NO molecule. Source: the Open Molecules 2025 dataset; level of theory: ωB97M-V/def2-TZVPD.

The geometry in XYZ format:
```
18
Properties=species:S:1:pos:R:3:forces:R:3
C -2.0871 -0.1290 -0.9205 0.1 0.0 0.0
C -1.5217 -0.3303 0.4848 -0.2 0.1 0.0
N -0.0567 -0.3949 0.5927 -0.1 -0.1 0.0
C 0.6008 0.6894 1.3155 0.0 0.2 0.2
C 0.7807 0.5360 -0.1435 0.0 0.1 -0.2
C 2.0405 -0.1012 -0.6950 0.0 0.2 -0.2
O 2.6536 -0.9306 0.2622 -0.1 -0.2 0.0
H -3.1726 0.0203 -0.8493 0.2 -0.1 0.0
H -1.9056 -1.0036 -1.5540 0.0 0.1 0.1
H -1.6658 0.7525 -1.4156 -0.1 -0.1 0.1
H -1.9011 0.4628 1.1449 0.0 -0.1 -0.1
H -1.9117 -1.2793 0.8690 0.1 0.2 0.1
H -0.0338 1.5074 1.6558 0.1 -0.1 -0.1
H 1.3952 0.4083 2.0032 -0.1 0.0 -0.2
H 0.2964 1.2702 -0.7890 0.1 -0.1 0.1
H 1.7858 -0.6681 -1.6052 0.0 0.1 0.1
H 2.7676 0.6659 -0.9788 -0.1 -0.1 0.1
H 1.9353 -1.4759 0.6228 0.1 0.0 0.0
```
Positions in Å, forces in eV/Å.

Output
Relative energy (zero: lowest compared OMol25 entry of this formula, charge and spin) ... 49.6 kcal per mole
Multiplicity ... 1
SMILES ... CCN1C[C@H]1CO

Formally, the Löwdin partial charges of the atoms, in units of the elementary charge, are as follows: C -0.092; C -0.245; N -0.086; C -0.095; C -0.273; C -0.230; O -0.071; H 0.074; H 0.075; H 0.059; H 0.106; H 0.108; H 0.108; H 0.108; H 0.133; H 0.118; H 0.120; H 0.083

***

Record 9
A single C5H11NO molecule. Source: the Open Molecules 2025 dataset; level of theory: ωB97M-V/def2-TZVPD.

The geometry in XYZ format:
```
18
Properties=species:S:1:pos:R:3:forces:R:3
C 2.0589 -0.2429 -1.4790 0.1 0.0 0.0
C 0.6118 -0.7196 -1.3811 -0.1 0.0 -0.1
C 0.2122 -1.2030 0.0181 0.0 -0.2 -0.1
N -0.2094 -0.1278 0.9005 0.0 0.1 0.0
C -1.4641 0.3938 0.7877 0.0 0.0 -0.1
C -1.7914 1.5516 1.7090 0.0 0.0 0.0
O -2.2769 -0.0421 -0.0133 0.2 0.1 0.2
H 2.2627 0.2168 -2.4517 0.0 -0.1 0.1
H 2.2941 0.5003 -0.7069 -0.1 -0.1 -0.1
H 2.7545 -1.0826 -1.3590 -0.1 0.1 0.0
H -0.0822 0.0781 -1.6676 0.1 -0.1 0.0
H 0.4493 -1.5359 -2.0957 0.0 0.1 0.1
H -0.6276 -1.8987 -0.0582 0.1 0.1 0.0
H 1.0436 -1.7297 0.5014 -0.1 0.1 -0.1
H 0.4537 0.3018 1.5244 -0.1 0.0 -0.1
H -1.8157 2.4765 1.1247 0.0 -0.1 0.0
H -1.0809 1.6716 2.5319 -0.1 0.0 -0.1
H -2.7927 1.3918 2.1145 0.1 0.0 0.0
```
Positions in Å, forces in eV/Å.

Output
Relative energy (zero: lowest compared OMol25 entry of this formula, charge and spin) ... 1.8 kcal per mole
Multiplicity ... 1
SMILES ... CCCNC(C)=O

Formally, the Löwdin partial charges of the atoms, in units of the elementary charge, are as follows: C -0.120; C -0.245; C -0.199; N 0.045; C -0.548; C -0.004; O 0.041; H 0.068; H 0.068; H 0.070; H 0.106; H 0.108; H 0.116; H 0.120; H 0.131; H 0.086; H 0.072; H 0.084

***

Record 10
2 unconnected molecules or ions with the total composition C5H11NO. Source: the Open Molecules 2025 dataset; level of theory: ωB97M-V/def2-TZVPD.

The geometry in XYZ format:
```
18
Properties=species:S:1:pos:R:3:forces:R:3
C -1.7131 -0.9088 1.2961 0.0 -0.1 -0.5
C -2.0210 0.3016 0.8560 0.0 0.1 0.2
C -1.2507 1.0108 -0.1995 0.1 0.0 -0.2
C -1.8126 1.2902 -1.3793 0.1 0.1 -0.1
N 0.0274 1.3809 0.1852 0.0 -0.1 0.1
C 0.9493 1.9813 -0.7406 0.8 0.3 0.0
H -0.8680 -1.4348 0.8669 0.0 -0.1 0.0
H -2.3288 -1.4780 1.9741 0.0 0.2 0.3
H -2.8543 0.8588 1.2666 -0.2 -0.1 0.0
H -1.2579 1.7531 -2.1858 -0.1 0.0 0.1
H -2.8446 1.0374 -1.5601 -0.1 0.0 0.0
H 0.4563 0.7280 0.8229 -0.1 0.2 0.1
H 1.6132 1.2573 -1.2290 -0.3 0.0 -0.3
H 0.4527 2.6052 -1.4768 -0.2 -0.2 -0.1
H 1.6205 2.6688 -0.2239 0.0 0.0 0.3
O 4.0505 -3.9780 0.4954 0.0 -0.2 0.1
H 4.5629 -4.6607 0.9433 0.0 0.1 0.0
H 3.2182 -4.4132 0.2886 0.0 0.0 0.0
```
Positions in Å, forces in eV/Å.

Output
Relative energy (zero: lowest compared OMol25 entry of this formula, charge and spin) ... 53.0 kcal per mole
Multiplicity ... 1
SMILES ... C=CC(=C)NC.O

Formally, the Löwdin partial charges of the atoms, in units of the elementary charge, are as follows: C 0.011; C -0.135; C -0.410; C 0.029; N -0.045; C -0.109; H 0.062; H 0.051; H 0.105; H 0.038; H 0.051; H 0.118; H 0.087; H 0.069; H 0.076; O -0.063; H 0.033; H 0.030

***

Number 1: HOMO level -7.42 eV. Number 2: HOMO level -9.30 eV. Number 3: HOMO level -8.10 eV. Number 4: HOMO level -7.37 eV. Number 5: HOMO level -8.84 eV. Number 6: HOMO level -9.72 eV. Number 7: HOMO level -9.34 eV. Number 8: HOMO level -9.20 eV. Number 9: HOMO level -9.58 eV. Number 10: HOMO level -7.93 eV.